Entry from the Open Molecules 2025 dataset: an isolated molecule of C4H8O (ωB97M-V/def2-TZVPD).

Results
Relative energy (zero: lowest compared OMol25 entry of this formula, charge and spin) = 0.287 eV
Energy = -6324.880 eV
SMILES string = CC(C)C=O
HOMO = -9.7989 eV
Gap between HOMO and LUMO = 10.720 eV

The geometry in ORCA input format:
```
! RIJCOSX wB97M-V def2-TZVPD def2/J DEFGRID3
* xyz 0 1
C -0.465 -1.090 0.730
C 0.318 -0.114 -0.149
C 0.516 1.280 0.463
C -0.329 -0.025 -1.518
O -0.971 -0.918 -2.018
H 0.042 -1.238 1.689
H -1.479 -0.722 0.929
H -0.559 -2.057 0.229
H 1.314 -0.548 -0.333
H 1.356 1.806 -0.003
H 0.735 1.207 1.533
H -0.372 1.913 0.348
H -0.182 0.933 -2.060
*
```